Arrangement i

DFT (ωB97M-V/def2-TZVPD) results for a 3-piece molecular cluster, C2H9OS overall.

XYZ file:
```
13
Properties=species:S:1:pos:R:3:mulliken_charge:R:1
S 5.378 -0.173 0.666 -0.044
O 3.328 0.351 3.355 -0.564
C 5.773 2.367 -0.256 -0.856
C 4.840 1.301 -0.001 0.097
H -27.021 -6.259 -4.373 0.001
H 3.779 1.383 -0.232 0.444
H 3.748 -0.505 3.548 0.338
H -26.539 -6.022 -3.858 -0.001
H 5.308 3.350 -0.261 0.323
H 4.897 -0.978 -0.311 0.276
H 6.200 2.195 -1.254 0.337
H 3.702 0.661 2.533 0.271
H 6.607 2.330 0.444 0.376
```

Output
E_HOMO: -14.903 eV
Total charge: +1
Multiplicity: 1



Arrangement ii

DFT (ωB97M-V/def2-TZVPD) results for a 2-piece molecular cluster, C2H9OS overall.

XYZ file:
```
13
Properties=species:S:1:pos:R:3:mulliken_charge:R:1
S -0.449 -0.140 -0.788 0.231
O 1.978 -1.101 1.572 -0.620
C 0.684 1.207 -0.349 -0.780
C -2.061 0.272 -0.114 -0.761
H 2.421 -0.560 2.235 0.317
H 0.788 1.827 -1.228 0.343
H -2.600 -0.605 0.203 0.369
H 1.598 0.690 -0.055 0.353
H 0.055 -0.885 0.222 0.250
H -2.575 0.789 -0.915 0.324
H 0.336 1.765 0.503 0.337
H 2.470 -1.939 1.571 0.320
H -1.948 0.975 0.723 0.316
```

Output
E_HOMO: -15.827 eV
Total charge: +1
Multiplicity: 1



Arrangement iii

DFT (ωB97M-V/def2-TZVPD) results for a 2-piece molecular cluster, C2H9OS overall.

XYZ file:
```
13
Properties=species:S:1:pos:R:3:mulliken_charge:R:1
S -0.425 -0.371 0.209 0.274
O 3.523 0.302 1.781 -0.607
C -0.246 -0.555 -1.561 -0.769
C -2.148 0.025 0.530 -0.853
H 4.391 0.705 1.624 0.339
H -2.382 -0.253 1.549 0.353
H 2.945 0.561 1.044 0.270
H 0.041 0.864 0.395 0.242
H -2.809 -0.544 -0.120 0.346
H -2.322 1.077 0.306 0.370
H 0.645 -0.047 -1.884 0.362
H -1.101 -0.141 -2.098 0.344
H -0.112 -1.623 -1.773 0.328
```

Output
E_HOMO: -14.541 eV
Total charge: +1
Multiplicity: 1



arrangement ii has the most favorable energy; the next structure is 0.0217 hartree above.



Arrangement i

DFT (ωB97M-V/def2-TZVPD) results for C6H5NO3 as an isolated structure.

XYZ file:
```
15
Properties=species:S:1:pos:R:3:mulliken_charge:R:1
O -1.129 2.474 1.425 -0.551
O -1.731 1.983 -0.726 -0.409
O 1.438 -1.485 -2.148 -0.659
N 0.908 -1.572 1.360 -0.502
C 0.792 -1.314 -0.873 0.911
C -0.399 0.383 0.331 0.194
C 0.159 -0.367 1.484 -0.271
C -1.218 1.732 0.409 0.407
C 1.443 -1.787 0.121 -0.420
C -0.215 -0.405 -0.859 -0.721
H -2.617 2.488 -0.492 0.403
H 2.681 -1.660 -2.107 0.380
H -0.564 -0.024 -1.697 0.583
H 0.063 -0.311 2.671 0.318
H 2.087 -2.724 0.019 0.337
```

Output
E_HOMO: -9.255 eV
Multiplicity: 1



Arrangement ii

DFT (ωB97M-V/def2-TZVPD) results for one molecule with the formula C6H5NO3.

XYZ file:
```
15
Properties=species:S:1:pos:R:3:mulliken_charge:R:1
O -1.446 -1.069 0.578 -0.489
O 2.075 1.027 -0.001 -0.209
O -3.619 -0.435 -0.385 -0.468
N -2.348 -0.211 -0.015 0.666
C -0.307 1.322 0.128 -0.187
C 0.895 0.284 0.228 0.060
C -1.668 1.129 -0.131 -0.445
C 1.221 -1.003 -0.042 -0.079
C 2.694 -1.148 -0.210 -0.465
C 2.939 0.185 -0.071 -0.052
H 0.197 2.324 0.388 0.287
H 3.119 -2.195 -0.663 0.286
H 0.748 -1.871 0.044 0.518
H -2.447 1.944 -0.368 0.340
H 4.091 0.478 -0.237 0.237
```

Output
E_HOMO: -9.074 eV
Structure (SMILES): O=[N+]([O-])/C=C\c1ccco1
Multiplicity: 1



arrangement i has the most favorable energy; the next structure is 0.1551 hartree above.



Arrangement i

DFT (ωB97M-V/def2-TZVPD) results for a 2-piece molecular cluster, CH7NO overall.

XYZ file:
```
10
Properties=species:S:1:pos:R:3:mulliken_charge:R:1
O -1.661 2.090 1.159 -0.628
N 0.058 -1.219 -0.544 -0.500
C 1.203 -0.320 -0.398 -0.623
H 1.489 -0.354 0.766 0.228
H -0.028 -2.217 -0.364 0.201
H -2.450 1.845 1.613 0.314
H -0.293 -1.099 -1.503 0.191
H -1.374 1.140 1.078 0.302
H 0.978 0.756 -0.781 0.227
H 2.078 -0.622 -1.028 0.287
```

Output
E_HOMO: -9.163 eV
Structure (SMILES): CN.O
Multiplicity: 1



Arrangement ii

DFT (ωB97M-V/def2-TZVPD) results for a 2-piece molecular cluster, CH7NO overall.

XYZ file:
```
10
Properties=species:S:1:pos:R:3:mulliken_charge:R:1
O 0.434 1.087 1.833 -0.607
N -1.024 -0.300 -0.540 -0.555
C 0.248 -0.532 -1.239 -0.619
H -0.334 1.367 2.329 0.304
H 1.035 -0.064 -0.652 0.232
H -0.753 -0.360 0.433 0.220
H 1.210 1.630 1.991 0.298
H 0.536 -1.586 -1.339 0.245
H -1.628 -1.113 -0.567 0.235
H 0.277 -0.130 -2.250 0.247
```

Output
E_HOMO: -9.220 eV
Structure (SMILES): CN.O
Multiplicity: 1



arrangement ii has the most favorable energy; the next structure is 0.0191 hartree above.



Arrangement i

DFT (ωB97M-V/def2-TZVPD) results for an isolated ion of composition C4H6N and charge +1.

XYZ file:
```
11
Properties=species:S:1:pos:R:3:mulliken_charge:R:1
N 0.402 1.473 -0.083 -0.173
C 1.506 0.540 0.086 -0.491
C 0.449 -0.562 -0.077 -0.051
C -0.540 0.651 -0.101 0.446
C -1.870 0.553 0.041 -0.523
H 1.961 0.729 1.034 0.286
H -2.312 0.477 1.146 0.315
H -2.506 0.586 -0.886 0.318
H 0.137 -1.117 0.813 0.331
H 0.293 -0.889 -1.135 0.280
H 2.403 0.756 -0.625 0.261
```

Output
E_HOMO (spin up / spin down): -15.148 / -15.947 eV
Total charge: +1
Multiplicity: 1



Arrangement ii

DFT (ωB97M-V/def2-TZVPD) results for an isolated ion of composition C4H6N and charge +1.

XYZ file:
```
11
Properties=species:S:1:pos:R:3:mulliken_charge:R:1
N 0.238 -0.324 0.214 0.103
C 0.745 0.333 -0.953 -0.266
C -0.660 0.284 1.149 -0.930
C -0.720 -1.627 -1.955 -0.326
C -0.214 -0.832 -1.092 0.323
H -1.458 0.856 0.759 0.388
H 1.786 0.293 -1.276 0.297
H -0.998 -0.383 1.823 0.369
H 0.735 -1.042 0.676 0.350
H -0.075 1.053 1.636 0.408
H 0.620 1.388 -0.980 0.285
```

Output
E_HOMO: -16.235 eV
Total charge: +1
Multiplicity: 1



arrangement i has the most favorable energy; the next structure is 0.0435 hartree above.